[1]
{"formula": "C3H8N3", "method": "ωB97M-V/def2-TZVPD", "homo_energy_ev": -14.1, "spin_multiplicity": 1, "gap_ev": 10.0, "molar_mass_da": 86.1, "charge": 1, "lumo_energy_ev": -4.1, "relative_energy_kj_mol": 467.07, "smiles": "[H]/N=N/[C@@H]1C[N@H+]1C", "energy_ev": -7700.4376, "species": ["C", "C", "C", "N", "N", "N", "H", "H", "H", "H", "H", "H", "H", "H"], "coordinates": [[0.205, 1.272, -0.033], [0.964, 0.123, -0.552], [-1.457, -0.744, 0.099], [3.152, -0.145, -0.028], [2.009, -0.328, 0.314], [-0.171, 0.000, 0.450], [0.649, 1.848, 0.776], [-0.389, 1.912, -0.599], [1.070, -0.125, -1.585], [-1.391, -0.946, -0.901], [-1.511, -1.677, 0.715], [-2.364, -0.030, 0.358], [3.805, -0.564, 0.540], [0.388, -0.258, 1.353]], "mulliken_charge": [-0.449, 0.110, -0.788, -0.718, 0.208, -0.026, 0.255, 0.318, 0.400, 0.354, 0.333, 0.309, 0.272, 0.421]}



[2]
{"formula": "C3H11N4", "method": "ωB97M-V/def2-TZVPD", "homo_energy_ev": -13.7, "spin_multiplicity": 1, "gap_ev": 10.0, "molar_mass_da": 103.1, "charge": 1, "lumo_energy_ev": -3.7, "relative_energy_kj_mol": 653.73, "energy_ev": -9237.4676, "species": ["C", "C", "C", "N", "N", "N", "N", "H", "H", "H", "H", "H", "H", "H", "H", "H", "H", "H"], "coordinates": [[-0.554, -0.708, -0.263], [-0.847, -0.277, -2.192], [-0.668, 0.797, 2.621], [1.642, -0.583, 0.053], [0.075, -0.289, 1.921], [0.354, -0.424, 0.503], [0.439, -0.052, -2.649], [-1.503, -0.627, 0.179], [-1.425, 0.692, -2.063], [-0.387, 0.828, 3.709], [-0.329, 1.796, 2.453], [-1.684, 0.605, 2.617], [-1.329, -0.952, -2.704], [2.322, -0.089, 0.638], [0.734, -0.753, 2.429], [0.851, 0.912, -2.571], [0.541, -0.501, -3.559], [1.768, -0.374, -1.121]], "mulliken_charge": [-0.133, -0.408, -0.827, -0.742, -0.532, 0.716, -0.549, 0.295, 0.280, 0.333, 0.325, 0.329, 0.451, 0.295, 0.263, 0.302, 0.218, 0.382]}



[3]
{"formula": "C5H10N", "method": "ωB97M-V/def2-TZVPD", "homo_energy_ev": -15.9, "spin_multiplicity": 1, "gap_ev": 10.8, "molar_mass_da": 84.1, "charge": 1, "lumo_energy_ev": -5.0, "relative_energy_kj_mol": 334.59, "energy_ev": -6826.7341, "species": ["C", "C", "C", "C", "C", "N", "H", "H", "H", "H", "H", "H", "H", "H", "H", "H"], "coordinates": [[0.446, 1.571, 1.420], [0.192, -0.808, 1.158], [-0.146, -0.338, -0.303], [1.014, -0.468, -1.222], [-1.525, -0.211, -0.913], [0.110, 0.535, 0.808], [0.519, 2.541, 0.806], [0.689, 1.684, 2.483], [-0.755, -1.420, 1.985], [1.248, -1.241, 1.358], [1.197, -1.411, -1.755], [1.860, -0.176, -0.764], [0.825, 0.341, -2.003], [-2.265, -0.060, -0.222], [-1.881, -1.129, -1.288], [-1.528, 0.589, -1.550]], "mulliken_charge": [-0.124, -0.657, 1.016, -1.354, -1.586, 0.127, 0.263, 0.303, 0.292, 0.303, 0.339, 0.466, 0.317, 0.482, 0.404, 0.410]}



[4]
{"formula": "C23H25FN2O3", "method": "ωB97M-V/def2-TZVPD", "homo_energy_ev": -8.9, "spin_multiplicity": 1, "gap_ev": 9.4, "molar_mass_da": 396.5, "lumo_energy_ev": 0.6, "relative_energy_kj_mol": 34.70, "smiles": "Cc1cc(C)cc(C(=O)N[C@H]2CC23CCN(C(=O)c2cccc(O)c2F)CC3)c1", "energy_ev": -36097.5236, "species": ["C", "C", "C", "C", "C", "C", "C", "C", "O", "N", "C", "C", "C", "C", "C", "N", "C", "O", "C", "C", "C", "C", "C", "O", "C", "F", "C", "C", "C", "H", "H", "H", "H", "H", "H", "H", "H", "H", "H", "H", "H", "H", "H", "H", "H", "H", "H", "H", "H", "H", "H", "H", "H", "H"], "coordinates": [[2.359, -5.685, -2.600], [2.208, -5.061, -1.234], [3.169, -5.273, -0.252], [3.031, -4.714, 1.014], [4.066, -4.958, 2.084], [1.919, -3.928, 1.291], [0.955, -3.690, 0.322], [-0.224, -2.831, 0.694], [-0.576, -2.737, 1.860], [-0.817, -2.177, -0.332], [-1.871, -1.199, -0.312], [-2.808, -1.034, 0.850], [-1.848, 0.072, 0.500], [-0.678, 0.379, 1.414], [0.391, 1.168, 0.660], [-0.202, 2.370, 0.090], [-0.193, 3.505, 0.831], [0.304, 3.558, 1.944], [-0.788, 4.759, 0.248], [-1.517, 5.594, 1.087], [-2.045, 6.784, 0.614], [-1.833, 7.161, -0.705], [-1.084, 6.352, -1.548], [-0.843, 6.698, -2.841], [-0.559, 5.163, -1.063], [0.191, 4.423, -1.885], [-1.240, 2.068, -0.888], [-2.375, 1.319, -0.189], [1.103, -4.272, -0.939], [1.386, -5.888, -3.048], [2.915, -5.024, -3.267], [2.889, -6.634, -2.537], [4.033, -5.889, -0.473], [4.282, -4.036, 2.624], [3.703, -5.690, 2.808], [5.002, -5.318, 1.660], [1.798, -3.496, 2.276], [-0.380, -2.314, -1.227], [-2.327, -1.129, -1.290], [-3.864, -0.898, 0.644], [-2.632, -1.596, 1.755], [-1.028, 0.974, 2.262], [-0.245, -0.523, 1.849], [1.252, 1.419, 1.272], [0.775, 0.573, -0.174], [-1.665, 5.310, 2.119], [-2.614, 7.421, 1.276], [-2.245, 8.093, -1.072], [-1.209, 7.565, -3.034], [-1.581, 2.945, -1.428], [-0.784, 1.425, -1.648], [-3.157, 1.067, -0.913], [-2.845, 1.975, 0.550], [0.345, -4.145, -1.703]], "mulliken_charge": [-1.536, 0.529, -0.738, 0.841, -1.450, -0.962, 0.556, 0.515, -0.665, 0.041, -0.863, -1.108, 1.214, -0.849, -1.053, 0.119, 0.456, -0.655, 0.792, -0.803, -0.845, -0.509, 0.555, -0.537, 0.414, -0.351, -0.748, -1.016, -0.714, 0.378, 0.304, 0.389, 0.374, 0.366, 0.298, 0.380, 0.496, 0.254, 0.489, 0.337, 0.248, 0.357, 0.474, 0.440, 0.444, 0.452, 0.396, 0.276, 0.306, 0.390, 0.359, 0.459, 0.242, 0.458]}



[5]
{"formula": "C25H26F6N5O12ReS4", "method": "ωB97M-V/def2-TZVPD", "homo_energy_ev": [-11.6, -11.6], "spin_multiplicity": 2, "gap_ev": [7.0, 7.2], "molar_mass_da": 1017.0, "s2": 0.7550, "charge": 1, "lumo_energy_ev": [-4.7, -4.4], "relative_energy_kj_mol": 0.00, "energy_ev": -120132.6417, "species": ["Re", "F", "C", "F", "F", "S", "O", "O", "N", "S", "O", "O", "C", "F", "F", "F", "C", "C", "N", "C", "C", "C", "S", "N", "C", "O", "C", "C", "C", "C", "C", "C", "H", "H", "H", "H", "H", "H", "H", "H", "H", "H", "H", "H", "H", "H", "H", "O", "S", "C", "C", "C", "C", "H", "H", "H", "H", "H", "H", "H", "H", "O", "C", "O", "C", "C", "C", "C", "C", "C", "N", "O", "O", "N", "O", "O", "H", "H", "H"], "coordinates": [[-0.020, 0.612, -0.033], [1.664, -2.846, 0.602], [1.945, -3.017, -0.681], [3.154, -2.529, -0.934], [1.918, -4.301, -0.972], [0.636, -2.153, -1.719], [-0.238, -1.455, -0.745], [0.010, -3.144, -2.514], [1.517, -1.084, -2.496], [0.757, 0.183, -2.989], [0.809, 1.231, -1.905], [-0.529, 0.006, -3.576], [1.862, 0.868, -4.295], [1.337, 2.012, -4.696], [1.916, 0.009, -5.290], [3.085, 1.082, -3.815], [-0.380, 5.526, 2.988], [-1.144, 4.216, 3.087], [-1.953, 3.962, 1.889], [-3.340, 4.461, 1.921], [-4.310, 3.420, 2.452], [-1.511, 3.284, 0.862], [0.180, 2.793, 0.764], [-2.343, 3.105, -0.179], [-2.382, 2.108, -0.990], [-1.729, 0.953, -0.813], [-3.236, 2.150, -2.181], [-3.828, 3.354, -2.568], [-4.630, 3.395, -3.692], [-4.855, 2.235, -4.426], [-4.274, 1.036, -4.041], [-3.458, 0.989, -2.922], [0.163, 5.710, 3.915], [-1.057, 6.365, 2.823], [0.337, 5.496, 2.168], [-1.838, 4.228, 3.927], [-0.471, 3.374, 3.231], [-3.607, 4.760, 0.911], [-3.328, 5.349, 2.553], [-4.308, 2.534, 1.818], [-5.316, 3.839, 2.467], [-4.051, 3.112, 3.465], [-3.647, 4.246, -1.985], [-5.083, 4.328, -3.998], [-5.489, 2.269, -5.302], [-4.452, 0.136, -4.613], [-2.995, 0.062, -2.624], [1.911, 0.009, 0.403], [3.390, 0.315, 0.719], [3.501, 1.931, 1.546], [3.896, 2.965, 0.497], [4.820, 2.234, -0.473], [4.088, 0.947, -0.827], [4.258, 1.795, 2.320], [2.545, 2.114, 2.038], [4.381, 3.820, 0.966], [3.010, 3.330, -0.027], [5.783, 2.023, -0.003], [5.016, 2.810, -1.377], [4.689, 0.165, -1.285], [3.217, 1.155, -1.445], [-2.109, 1.062, 2.699], [-1.127, 0.376, 2.730], [-0.528, -0.119, 1.631], [-0.406, -0.033, 3.971], [0.975, -0.147, 3.906], [1.678, -0.454, 5.050], [1.053, -0.698, 6.257], [-0.324, -0.594, 6.278], [-1.073, -0.254, 5.167], [-1.028, -0.848, 7.558], [-2.237, -0.765, 7.544], [-0.343, -1.120, 8.518], [3.150, -0.528, 4.964], [3.762, -0.741, 5.981], [3.650, -0.338, 3.866], [1.498, -0.003, 2.975], [1.610, -0.951, 7.147], [-2.148, -0.166, 5.241]], "lowdin_spin": [0.791, 0.000, 0.000, 0.000, 0.000, 0.004, 0.017, 0.000, 0.000, 0.002, 0.015, 0.000, 0.000, 0.000, 0.000, 0.000, 0.000, 0.004, 0.009, 0.001, 0.000, 0.012, 0.073, -0.002, 0.005, 0.012, 0.000, 0.000, 0.000, 0.000, 0.000, 0.001, 0.000, 0.000, 0.000, 0.001, 0.002, 0.000, 0.000, 0.000, 0.000, 0.000, 0.000, 0.000, 0.000, 0.000, 0.000, 0.004, 0.000, 0.000, 0.000, 0.000, 0.000, 0.000, 0.000, 0.000, 0.000, 0.000, 0.000, 0.000, 0.000, 0.010, 0.008, 0.027, 0.001, 0.000, 0.000, 0.000, 0.000, 0.000, 0.000, 0.000, 0.000, 0.000, 0.000, 0.000, 0.000, 0.000, 0.000]}



[6]
{"formula": "C41H49FN7O5ReSi2", "method": "ωB97M-V/def2-TZVPD", "homo_energy_ev": [-8.4, -9.0], "spin_multiplicity": 4, "gap_ev": [4.9, 5.5], "molar_mass_da": 981.3, "s2": 3.7725, "charge": 1, "lumo_energy_ev": [-3.5, -3.5], "energy_ev": -84581.6314, "species": ["Re", "O", "C", "N", "C", "C", "C", "C", "C", "C", "N", "C", "O", "C", "C", "C", "C", "C", "N", "C", "C", "C", "C", "C", "N", "H", "H", "H", "H", "H", "H", "H", "H", "H", "H", "H", "H", "C", "C", "N", "C", "C", "C", "O", "O", "C", "O", "C", "C", "C", "F", "C", "C", "C", "N", "C", "C", "N", "C", "C", "H", "H", "H", "H", "H", "H", "H", "H", "H", "H", "H", "H", "H", "H", "H", "H", "H", "H", "C", "Si", "C", "C", "C", "Si", "C", "C", "C", "H", "H", "H", "H", "H", "H", "H", "H", "H", "H", "H", "H", "H", "H", "H", "H", "H", "H", "H"], "coordinates": [[0.300, 0.184, 0.011], [-3.061, -1.746, 1.884], [-1.931, -1.372, 1.614], [-1.565, -0.686, 0.490], [-2.522, -0.578, -0.576], [-3.902, -0.757, -0.479], [-4.703, -0.609, -1.604], [-4.151, -0.281, -2.829], [-2.783, -0.085, -2.939], [-1.983, -0.223, -1.814], [-0.593, 0.063, -1.777], [0.187, 0.180, -2.886], [-0.091, -0.091, -4.036], [1.505, 0.849, -2.587], [2.351, 1.217, -3.612], [3.468, 1.974, -3.312], [3.688, 2.355, -1.994], [2.809, 1.928, -1.021], [1.746, 1.170, -1.310], [-0.876, -1.740, 2.631], [-1.314, -2.138, 3.890], [-0.386, -2.590, 4.805], [0.946, -2.658, 4.421], [1.286, -2.230, 3.152], [0.400, -1.755, 2.271], [-4.352, -1.002, 0.465], [-5.773, -0.752, -1.507], [-4.778, -0.178, -3.706], [-2.340, 0.170, -3.888], [2.089, 0.917, -4.617], [4.147, 2.284, -4.096], [4.528, 2.978, -1.719], [2.932, 2.214, 0.012], [-2.373, -2.104, 4.102], [-0.693, -2.903, 5.796], [1.709, -3.038, 5.088], [2.317, -2.290, 2.824], [7.971, -1.416, 1.056], [6.913, -1.773, 2.089], [5.639, -1.072, 1.855], [4.724, -1.650, 1.053], [3.476, -1.164, 0.791], [2.617, -2.010, -0.146], [3.075, -3.099, -0.447], [1.518, -1.499, -0.558], [3.072, 0.019, 1.449], [1.926, 0.522, 1.430], [4.086, 0.707, 2.246], [3.772, 1.935, 2.832], [4.711, 2.591, 3.569], [4.383, 3.745, 4.184], [6.007, 2.085, 3.737], [6.317, 0.872, 3.162], [5.358, 0.154, 2.432], [7.012, 2.765, 4.488], [7.187, 2.286, 5.853], [8.538, 2.718, 6.384], [8.637, 4.221, 6.286], [8.423, 4.694, 4.867], [7.056, 4.219, 4.419], [8.902, -1.937, 1.282], [8.169, -0.341, 1.040], [7.648, -1.715, 0.057], [7.247, -1.543, 3.098], [6.698, -2.838, 2.069], [4.998, -2.595, 0.597], [2.768, 2.335, 2.733], [7.330, 0.504, 3.265], [7.148, 1.199, 5.873], [6.392, 2.654, 6.522], [9.344, 2.314, 5.776], [8.679, 2.436, 7.424], [9.533, 4.547, 6.646], [7.914, 4.636, 6.877], [9.215, 4.252, 4.266], [8.507, 5.778, 4.855], [6.895, 4.549, 3.395], [6.289, 4.698, 5.041], [0.189, 1.326, 3.809], [-0.837, 2.280, 2.552], [-2.633, 1.793, 2.754], [-0.627, 4.053, 3.158], [-0.291, 2.132, 0.753], [-1.351, 3.226, -0.379], [-1.195, 5.033, 0.138], [-3.168, 2.824, -0.384], [-0.718, 3.233, -2.145], [-0.438, 1.137, 4.687], [1.042, 1.932, 4.138], [0.568, 0.373, 3.454], [-2.814, 1.382, 3.752], [-2.952, 1.048, 2.019], [-3.280, 2.667, 2.631], [-0.482, 4.039, 4.244], [-1.499, 4.676, 2.948], [0.244, 4.543, 2.709], [0.682, 2.663, 0.728], [-1.901, 5.299, 0.927], [-1.417, 5.665, -0.730], [-0.188, 5.289, 0.486], [-3.669, 3.288, 0.470], [-3.372, 1.752, -0.358], [-3.624, 3.223, -1.297], [0.375, 3.260, -2.188], [-1.086, 4.138, -2.639], [-1.075, 2.378, -2.726]], "lowdin_spin": [2.407, 0.041, 0.025, 0.058, 0.003, 0.002, 0.001, 0.003, 0.002, 0.010, 0.037, 0.024, 0.053, 0.010, -0.001, 0.010, 0.001, 0.013, 0.014, 0.004, 0.001, 0.000, 0.002, 0.004, 0.043, 0.000, 0.000, 0.000, 0.000, 0.000, 0.001, 0.000, 0.001, 0.000, 0.000, 0.000, 0.001, 0.000, 0.000, 0.008, 0.005, 0.005, 0.009, 0.013, 0.066, 0.009, 0.030, 0.001, 0.001, 0.001, 0.000, 0.002, 0.001, 0.001, 0.000, 0.000, 0.000, 0.000, 0.000, 0.000, 0.000, 0.000, 0.000, 0.000, 0.000, 0.000, 0.000, 0.000, 0.000, 0.000, 0.000, 0.000, 0.000, 0.000, 0.000, 0.000, 0.000, 0.000, 0.002, 0.012, 0.002, 0.001, 0.035, 0.013, 0.003, 0.001, 0.000, 0.000, 0.000, 0.000, 0.000, 0.000, 0.000, 0.000, 0.000, 0.000, 0.008, 0.000, 0.000, 0.000, 0.000, 0.000, 0.000, 0.000, 0.000, 0.000]}